one:
A structure of composition C47H40BrClInN6O5P, computed with ωB97M-V with the def2-TZVPD basis set.

XYZ file:
```
102
C47H40BrClInN6O5P (ωB97M-V with the def2-TZVPD basis set)
In -0.12734 -0.29839 -0.26190
O 2.83116 -0.12239 -0.47768
C 1.87365 -0.06039 -1.21177
C 2.13041 0.05970 -2.71021
C 3.45769 -0.10277 -3.12052
C 3.81777 0.03292 -4.44551
C 2.84704 0.34612 -5.39525
C 1.53027 0.49312 -5.00500
C 1.15175 0.34860 -3.66629
P -0.63121 0.39893 -3.21476
C -1.25515 1.94299 -3.95991
C -0.44834 3.03524 -4.26117
C -1.01215 4.24070 -4.66817
C -2.38816 4.36378 -4.78504
C -3.20414 3.27842 -4.48494
C -2.64325 2.08547 -4.06187
C -1.26366 -0.91540 -4.32599
C -1.11816 -2.22864 -3.87304
C -1.54232 -3.29307 -4.65127
C -2.12656 -3.05845 -5.88938
C -2.27725 -1.75713 -6.34532
C -1.84706 -0.68816 -5.56814
H 4.19543 -0.32070 -2.35846
H 4.84991 -0.10320 -4.74450
H 3.11761 0.46217 -6.43727
H 0.77407 0.71481 -5.74944
H 0.62818 2.95153 -4.18590
H -0.36887 5.08123 -4.89841
H -2.82512 5.30093 -5.10620
H -4.27993 3.36822 -4.56884
H -3.28798 1.24806 -3.81440
H -0.69109 -2.41582 -2.89363
H -1.43484 -4.30596 -4.28361
H -2.46888 -3.88891 -6.49370
H -2.73273 -1.56942 -7.30947
H -1.97489 0.32262 -5.93589
O -0.16216 2.98208 5.10411
C 0.78650 3.65900 4.48189
O 1.34585 4.59219 5.00051
C 1.15536 3.21709 3.09605
C 2.00741 3.92240 2.27636
Cl 2.68577 5.46339 2.50617
N 2.16446 3.22637 1.12367
N 1.43444 2.09372 1.14142
C 0.83109 2.07093 2.31310
C -0.05093 0.89834 2.64339
O -0.82808 1.00067 3.59704
O 0.01245 -0.14639 1.90845
C 3.06209 3.46949 0.03371
C 2.65598 3.16290 -1.25503
C 3.53400 3.33732 -2.31196
C 4.81126 3.83123 -2.08810
C 5.20939 4.13322 -0.79426
C 4.34274 3.94413 0.27158
H -0.47342 2.20877 4.55414
H 1.66246 2.77168 -1.41747
H 3.22926 3.06745 -3.31487
H 5.49522 3.96621 -2.91643
H 6.20909 4.50240 -0.60341
H 4.67844 4.13992 1.27964
N -2.93754 0.36662 1.75340
C -2.81046 1.43092 0.92257
C -3.82570 2.40921 0.86826
C -3.68635 3.48576 0.03566
C -2.53364 3.61134 -0.74625
C -1.59655 2.61970 -0.64395
N -1.71718 1.53336 0.14776
H -3.57731 0.47733 2.52079
H -2.09470 -0.14403 1.98419
H -4.69576 2.29723 1.50209
H -4.46314 4.23947 -0.00810
H -2.37553 4.44991 -1.40951
H -0.68015 2.67694 -1.21714
N 1.03593 -2.53768 0.26246
C 1.57013 -3.35907 0.87335
N 2.16110 -4.29397 1.59352
C 2.09565 -4.22035 3.06183
C 1.04330 -5.18286 3.59757
C 1.28435 -6.59651 3.06533
C 1.30802 -6.59814 1.53599
C 2.36877 -5.63235 1.02285
H 1.88710 -3.19106 3.34539
H 3.08398 -4.48553 3.44542
H 0.05415 -4.83603 3.28251
H 1.06267 -5.16645 4.68871
H 0.51665 -7.27694 3.43501
H 2.24685 -6.96324 3.43945
H 0.33140 -6.28315 1.15467
H 1.50556 -7.59848 1.14575
H 2.36069 -5.55250 -0.06185
H 3.36296 -5.96563 1.33145
Br -5.53560 -4.29101 -1.81600
C -4.08793 -3.18264 -1.28414
C -4.07163 -1.85284 -1.66554
C -2.98204 -1.07136 -1.30509
C -1.89834 -1.57438 -0.58011
C -1.98513 -2.90678 -0.17855
C -3.06464 -3.71676 -0.52429
H -4.89108 -1.43918 -2.23894
H -2.99552 -0.02536 -1.59865
H -1.19430 -3.34475 0.41448
H -3.10785 -4.75105 -0.20774
```

Output
charge = 0

=====

two:
A structure of composition C47H40BrClInN6O5P, computed with ωB97M-V with the def2-TZVPD basis set.

XYZ file:
```
102
C47H40BrClInN6O5P (ωB97M-V with the def2-TZVPD basis set)
In -0.06420 0.77432 -0.85572
O -2.98249 0.14817 -0.41872
C -2.06045 -0.29993 -1.06376
C -2.19952 -1.52237 -1.89548
C -3.49235 -1.87796 -2.29270
C -3.70779 -2.95073 -3.13522
C -2.62694 -3.69554 -3.58930
C -1.34480 -3.36432 -3.18903
C -1.11269 -2.27732 -2.34727
P 0.61334 -1.85244 -1.88689
C 1.17264 -3.35253 -1.01336
C 0.30770 -4.29404 -0.46699
C 0.81034 -5.34197 0.29032
C 2.17375 -5.45639 0.51452
C 3.04213 -4.51589 -0.02129
C 2.54316 -3.46187 -0.76681
C 1.31049 -2.07407 -3.57085
C 0.90168 -1.13594 -4.52049
C 1.33688 -1.22844 -5.83016
C 2.18285 -2.26099 -6.21212
C 2.61232 -3.17910 -5.26783
C 2.18452 -3.08619 -3.95076
H -4.32026 -1.27762 -1.93902
H -4.71291 -3.20725 -3.44273
H -2.78178 -4.52531 -4.26598
H -0.50504 -3.94397 -3.55000
H -0.75716 -4.19982 -0.63244
H 0.13070 -6.06945 0.71533
H 2.55410 -6.27037 1.11636
H 4.10574 -4.59384 0.15991
H 3.21306 -2.70398 -1.15930
H 0.23334 -0.33525 -4.21904
H 1.01880 -0.49750 -6.56188
H 2.50767 -2.35077 -7.24028
H 3.27962 -3.98088 -5.55509
H 2.52361 -3.81289 -3.22639
O -3.20359 6.39807 -0.95471
C -2.78330 6.42989 0.29035
O -2.97608 7.37620 1.01484
C -2.05292 5.22723 0.79605
C -1.60416 5.08529 2.09181
Cl -1.75665 6.15800 3.39366
N -1.03854 3.86267 2.21114
N -1.08419 3.20079 1.03210
C -1.69077 4.00822 0.17239
C -1.84413 3.61418 -1.27405
O -2.52592 4.35326 -1.99233
O -1.25420 2.57903 -1.72679
C -0.48994 3.26649 3.37669
C 0.32469 3.99467 4.23340
C 0.85569 3.37402 5.35088
C 0.58509 2.03936 5.60458
C -0.19384 1.30898 4.72106
C -0.73983 1.92234 3.60750
H -2.95289 5.54991 -1.44050
H 0.55978 5.02415 4.01170
H 1.49368 3.93308 6.02114
H 1.01645 1.56085 6.47327
H -0.36259 0.25270 4.88504
H -1.33101 1.36854 2.89129
N 0.59172 3.26764 -3.65144
C 1.69743 2.51567 -3.51424
C 2.84898 2.76303 -4.29634
C 3.94326 1.94865 -4.16740
C 3.90559 0.89900 -3.24730
C 2.75994 0.72924 -2.51201
N 1.67174 1.50037 -2.62722
H 0.59395 4.09505 -4.21712
H -0.20131 3.06684 -3.04533
H 2.83462 3.58631 -4.99676
H 4.82843 2.11590 -4.76608
H 4.74974 0.24059 -3.11070
H 2.68869 -0.05979 -1.77370
N -0.72518 -1.57521 0.84830
C -1.49961 -1.69329 1.70539
N -2.42422 -1.83746 2.62022
C -2.20031 -2.55647 3.86582
C -2.16082 -1.58674 5.04694
C -3.43591 -0.74121 5.07342
C -3.60310 -0.00456 3.74310
C -3.62035 -0.99585 2.58260
H -1.27352 -3.12695 3.79128
H -3.03252 -3.25720 3.99703
H -1.29009 -0.93337 4.95695
H -2.06171 -2.15894 5.97119
H -3.38967 -0.02338 5.89345
H -4.30125 -1.38794 5.24914
H -2.77547 0.69638 3.60587
H -4.53106 0.56855 3.73819
H -3.65334 -0.47512 1.62734
H -4.49310 -1.65351 2.65627
Br 5.53018 0.78252 3.18154
C 4.01046 0.75613 2.02908
C 3.30764 -0.42265 1.86261
C 2.18057 -0.42010 1.05161
C 1.75232 0.74397 0.42946
C 2.49346 1.90641 0.59454
C 3.62571 1.92447 1.39611
H 3.62068 -1.32559 2.37053
H 1.62088 -1.33591 0.91695
H 2.18380 2.81507 0.08792
H 4.19180 2.83592 1.53280
```

Output
charge = 0

=====

Which of them is the least stable? Correct choice: two.

=====

one:
The ion C4H6N2 with charge +2, computed with ωB97M-V with the def2-TZVPD basis set.

XYZ file:
```
12
C4H6N2 (ωB97M-V with the def2-TZVPD basis set)
C 1.44531 0.71151 0.36553
N 0.51787 -0.05058 -0.13452
C 0.41477 -0.74157 -1.43866
N -0.81250 -1.13878 -1.65160
C -1.57649 -0.90608 -0.64333
C -0.92775 -0.02835 0.30718
H 1.18586 1.56448 0.89180
H 2.44275 0.49922 0.23201
H 1.25702 -0.75755 -2.04587
H -2.52841 -1.47848 -0.63398
H -1.24411 1.11435 0.64403
H -0.97381 -0.43871 1.32580
```

Output
charge = +2

=====

two:
The ion C4H6N2 with charge +2, computed with ωB97M-V with the def2-TZVPD basis set.

XYZ file:
```
12
C4H6N2 (ωB97M-V with the def2-TZVPD basis set)
C 2.71677 0.22863 0.03734
N 1.47590 0.02355 -0.07053
C 0.28427 -0.40457 0.04714
C -0.86481 -1.30699 0.03322
N -1.04340 0.12561 -0.00384
C -1.87267 1.08837 0.04128
H 3.30907 0.25079 -0.84488
H 2.97822 0.61161 0.99433
H -1.03029 -1.77203 -1.02310
H -1.30913 -2.02666 0.78549
H -2.92865 0.94547 -0.21346
H -1.71530 2.23620 0.21701
```

Output
charge = +2

=====

Which of them is the least stable? Correct choice: two.

=====

one:
A structure of composition C31H32BBaF5IN7S2Se, computed with ωB97M-V with the def2-TZVPD basis set.

XYZ file:
```
81
C31H32BBaF5IN7S2Se (ωB97M-V with the def2-TZVPD basis set)
Ba -0.07179 -0.11118 -0.12090
C -0.31899 3.90701 -1.92651
C 0.31580 2.82604 -2.80110
C 0.62543 3.37084 -4.19531
C 1.55875 2.32740 -2.14490
C 2.83141 2.91251 -2.20675
C 3.61706 2.11252 -1.41064
N 2.85102 1.12711 -0.92053
N 1.60011 1.25716 -1.36430
B 3.34497 0.04339 0.03254
N 2.83480 0.30448 1.44981
C 3.57403 0.78614 2.45966
C 2.78113 0.85760 3.58293
C 1.52947 0.39480 3.15861
N 1.58917 0.07100 1.87020
C 0.31116 0.14054 3.98676
C 0.31187 -1.34370 4.36903
C 0.25155 1.03035 5.22352
N 2.96192 -1.35661 -0.46202
C 3.85298 -2.26182 -0.88849
C 3.17274 -3.39904 -1.26350
C 1.82425 -3.09226 -1.02870
N 1.73104 -1.85864 -0.54663
C 0.62827 -3.96031 -1.24983
C 0.65414 -5.16648 -0.30942
C 0.56663 -4.42587 -2.70709
H -1.21155 4.30758 -2.40131
H 0.39038 4.71285 -1.75286
H -0.60298 3.50862 -0.95513
H -0.38661 1.99951 -2.91026
H 1.21274 4.28416 -4.12150
H -0.29850 3.59660 -4.72412
H 1.19009 2.63999 -4.77331
H 3.13215 3.79421 -2.73814
H 4.65731 2.18718 -1.16169
H 4.54288 0.09222 0.05480
H 4.60385 1.05439 2.32442
H 3.06255 1.20146 4.55933
H -0.57094 0.34579 3.37804
H 1.17028 -1.55720 5.00565
H 0.38474 -1.95265 3.46987
H -0.60275 -1.60669 4.89429
H 1.08571 0.82113 5.89151
H -0.67868 0.84913 5.75731
H 0.27918 2.07702 4.93409
H 4.90542 -2.05272 -0.89730
H 3.60070 -4.30433 -1.65294
H -0.26454 -3.36703 -1.02937
H 1.55538 -5.75666 -0.46234
H -0.20911 -5.79796 -0.49783
H 0.62268 -4.84069 0.72618
H 1.45770 -4.99337 -2.97753
H 0.48921 -3.57945 -3.38713
H -0.30532 -5.05999 -2.85748
S -1.80183 -0.06949 -3.42649
C -2.32583 -1.62139 -3.20315
N -2.33767 -2.27663 -2.08893
C -2.83961 -3.52911 -2.18910
C -2.98970 -4.43312 -1.13795
C -3.42877 -5.71186 -1.41510
C -3.74587 -6.10639 -2.70946
C -3.67214 -5.20344 -3.75917
C -3.22166 -3.92472 -3.49539
S -2.98820 -2.60049 -4.60181
H -2.76202 -4.11598 -0.13178
H -3.52450 -6.42283 -0.60630
H -4.07029 -7.12205 -2.89656
H -3.95176 -5.49728 -4.76215
I -2.42104 -1.27653 1.53546
F -6.31974 5.22002 3.97737
C -5.05491 4.97842 3.55610
C -4.12877 4.36572 4.39183
F -4.51017 3.99292 5.63351
C -2.82863 4.17076 3.97251
F -1.96566 3.59742 4.82505
C -2.36975 4.57304 2.70864
Se -0.59488 4.40499 2.21972
C -3.33982 5.15357 1.87565
F -2.99189 5.55145 0.64063
C -4.64405 5.35580 2.28306
F -5.53596 5.95174 1.45971
```

Output
charge = -2

=====

two:
A structure of composition C31H32BBaF5IN7S2Se, computed with ωB97M-V with the def2-TZVPD basis set.

XYZ file:
```
81
C31H32BBaF5IN7S2Se (ωB97M-V with the def2-TZVPD basis set)
Ba 0.22410 -0.31303 -0.35027
C -1.96542 -1.39338 -4.66666
C -2.81730 -0.58064 -3.68651
C -4.12296 -0.13567 -4.33560
C -2.03126 0.59361 -3.17776
C -2.13361 1.95689 -3.53159
C -1.17408 2.59105 -2.77386
N -0.55221 1.65538 -2.01702
N -1.08597 0.42970 -2.26785
B 0.66508 1.94915 -1.10828
N 0.29948 2.02612 0.40530
C 0.70676 3.06805 1.17529
C 0.27297 2.85073 2.45607
C -0.42165 1.61703 2.40098
N -0.41805 1.14991 1.15706
C -0.99301 0.81040 3.53228
C 0.06296 -0.15255 4.08504
C -1.52072 1.72248 4.63661
N 1.90471 1.08210 -1.51979
C 3.09286 1.67907 -1.79269
C 3.99781 0.70320 -2.11291
C 3.27780 -0.51395 -2.00720
N 2.01527 -0.26433 -1.68473
C 3.84936 -1.90457 -2.06810
C 5.02877 -2.00079 -1.09464
C 2.81413 -2.96731 -1.73963
H -2.51277 -2.28624 -4.99305
H -1.04819 -1.73093 -4.18468
H -1.71958 -0.78760 -5.54982
H -3.02798 -1.21904 -2.82634
H -3.92613 0.44139 -5.24969
H -4.72289 0.48254 -3.65662
H -4.72349 -1.00933 -4.60869
H -2.80869 2.41565 -4.23765
H -0.88814 3.62810 -2.71373
H 0.98316 3.06327 -1.38592
H 1.29341 3.86750 0.75303
H 0.46373 3.46880 3.31832
H -1.80740 0.20600 3.12807
H 0.96332 0.39346 4.38647
H 0.34530 -0.89448 3.34054
H -0.34378 -0.68376 4.95315
H -0.70666 2.29422 5.09637
H -1.99076 1.12302 5.41966
H -2.26220 2.43127 4.25700
H 3.21187 2.74387 -1.68045
H 5.04147 0.83826 -2.34960
H 4.22887 -2.06842 -3.08176
H 4.67651 -1.80854 -0.07579
H 5.81392 -1.27530 -1.32055
H 5.46226 -3.00513 -1.13433
H 2.41932 -2.82214 -0.73230
H 3.26835 -3.96258 -1.77912
H 1.96059 -2.95035 -2.41298
S -1.92627 -2.47612 2.17652
C -3.19754 -1.79545 1.29718
N -3.15844 -0.78063 0.45848
C -4.40351 -0.42790 -0.01007
C -4.65638 0.66296 -0.84714
C -5.95908 0.94323 -1.23859
C -7.02673 0.14858 -0.81034
C -6.78944 -0.94225 0.02491
C -5.48758 -1.21623 0.42376
S -4.86913 -2.43561 1.48677
H -3.82126 1.27363 -1.17916
H -6.14934 1.79216 -1.88743
H -8.03879 0.38569 -1.11718
H -7.61148 -1.57063 0.35841
I -0.89888 -3.08057 -1.37009
F 6.61377 -1.32287 5.60644
C 5.72409 -0.96591 4.65953
C 5.72647 0.30545 4.13424
F 6.63548 1.19652 4.58647
C 4.80948 0.66284 3.15376
F 4.89738 1.92991 2.70781
C 3.84305 -0.20983 2.63336
Se 2.59893 0.28692 1.27549
C 3.89216 -1.48993 3.20496
F 3.04144 -2.44338 2.80000
C 4.79932 -1.86577 4.18849
F 4.79304 -3.11698 4.69034
```

Output
charge = -2

=====

Which of them is the least stable? Correct choice: two.

=====

one:
An isolated molecule of C2H4O4, computed with ωB97M-V with the def2-TZVPD basis set.

XYZ file:
```
10
C2H4O4 (ωB97M-V with the def2-TZVPD basis set)
O -1.68668 -0.46165 0.12053
C -1.41222 0.70090 -0.00073
O -0.35739 1.37599 0.46037
O 0.81917 0.63594 0.81811
C 1.20764 -0.31656 -0.14651
O 0.74991 -1.57994 0.09722
H -2.15555 1.47608 -0.26107
H 0.77407 0.06178 -1.12907
H 2.30016 -0.33076 -0.07774
H -0.23912 -1.56177 0.11889
```

Output
charge = 0

=====

two:
A cluster of 2 separate species, C2H4O4 in total, computed with ωB97M-V with the def2-TZVPD basis set.

XYZ file:
```
10
C2H4O4 (ωB97M-V with the def2-TZVPD basis set)
O 5.26808 1.44801 -0.88863
C 4.48921 0.62577 -0.39956
O 4.55095 0.32660 0.94017
H 3.67284 0.06587 -0.89729
H 5.27654 0.71713 1.49965
O -3.63642 0.07026 0.55592
C -4.47391 -0.80607 0.32644
O -5.37305 -0.73120 -0.69528
H -4.55776 -1.80676 0.79468
H -5.21645 0.09038 -1.23612
```

Output
charge = 0

=====

three:
A cluster of 2 separate species, C2H4O4 in total, computed with ωB97M-V with the def2-TZVPD basis set.

XYZ file:
```
10
C2H4O4 (ωB97M-V with the def2-TZVPD basis set)
O 2.01181 1.47959 1.62265
C 1.09457 0.78166 1.24989
O 1.09334 -0.48003 1.55632
H 0.34582 1.28205 0.59152
H 1.56049 -0.80345 2.39117
O -1.56072 -1.75120 -1.48878
C -1.13613 -0.66468 -1.12351
O -0.85243 0.37039 -2.00958
H -1.15277 -0.40977 -0.01617
H -1.40397 0.19544 -2.77350
```

Output
charge = 0

=====

four:
A cluster of 2 separate species, C2H4O4 in total, computed with ωB97M-V with the def2-TZVPD basis set.

XYZ file:
```
10
C2H4O4 (ωB97M-V with the def2-TZVPD basis set)
O -2.29444 -3.57148 3.07106
C -1.23037 -2.94340 3.03460
O -0.50515 -2.53585 4.11048
H -0.69017 -2.65194 2.11215
H -1.11048 -2.76410 4.86777
O -0.12065 -7.16345 -3.64555
C -0.18005 -6.06333 -4.16744
O 0.53165 -4.95773 -3.71652
H -0.65217 -5.80625 -5.13630
H 0.92446 -5.32738 -2.87921
```

Output
charge = 0

=====

Which of them is the least stable? Correct choice: one.

=====

one:
A cluster of 2 separate species, C2H4O4 in total, computed with ωB97M-V with the def2-TZVPD basis set.

XYZ file:
```
10
C2H4O4 (ωB97M-V with the def2-TZVPD basis set)
O -2.12765 -1.28215 -0.83871
C -1.76243 -1.33017 0.29462
O -1.19290 -0.34984 1.02474
H -2.21050 -2.02516 1.01762
H -1.08182 0.47324 0.53827
O 2.78172 1.29161 0.00087
C 1.82314 0.58706 0.05305
O 0.62253 0.94080 -0.51844
H 1.73804 -0.26801 0.74953
H 0.98797 1.55953 -1.18202
```

Output
charge = 0

=====

two:
A cluster of 2 separate species, C2H4O4 in total, computed with ωB97M-V with the def2-TZVPD basis set.

XYZ file:
```
10
C2H4O4 (ωB97M-V with the def2-TZVPD basis set)
O 3.07807 0.54142 -1.56994
C 4.04753 -0.19702 -1.51359
O 5.19609 0.07855 -2.20312
H 4.30858 -0.99459 -0.79013
H 5.77420 -0.71467 -2.03402
O -5.91784 -0.15507 0.93585
C -4.86791 0.07057 1.54999
O -3.88079 0.94745 1.21943
H -4.56572 -0.42659 2.49295
H -3.17221 0.84992 1.91255
```

Output
charge = 0

=====

Which of them is the least stable? Correct choice: two.